Here is a cluster of 20 separate species, C84H216N8O28 in total at a distorted geometry from the Open Molecules 2025 dataset. Energies are from wB97M-V/def2-TZVPD.

Element x y z (Å)
C  19.350  22.075  12.928
O  18.339  22.099  13.948
C  17.325  21.054  13.855
C  16.860  20.683  15.269
N  17.725  19.588  15.902
C  17.258  19.208  17.208
C  18.186  18.122  17.740
O  19.458  18.723  17.949
C  20.597  17.915  17.929
H  19.095  21.279  12.214
H  20.279  21.762  13.348
H  19.316  23.067  12.483
H  17.781  20.125  13.474
H  16.513  21.411  13.141
H  15.832  20.304  15.299
H  16.798  21.563  15.956
H  18.714  19.916  15.956
H  16.265  18.805  17.101
H  17.200  20.023  17.959
H  18.241  17.336  17.000
H  17.781  17.655  18.599
H  20.773  17.623  18.942
H  21.478  18.545  17.625
H  20.341  17.017  17.332
C  29.061  20.387  12.719
O  30.089  19.392  12.617
C  30.914  19.459  11.523
C  31.855  20.657  11.601
N  32.568  20.689  10.282
C  33.238  21.912  9.968
C  34.135  22.542  11.012
O  33.605  23.706  11.590
C  34.564  24.220  12.489
H  28.244  19.888  13.136
H  28.783  20.735  11.766
H  29.421  21.156  13.382
H  30.301  19.554  10.616
H  31.481  18.545  11.508
H  32.523  20.577  12.471
H  31.308  21.574  11.711
H  33.217  19.885  10.252
H  32.469  22.619  9.711
H  33.876  21.689  9.153
H  35.107  22.720  10.542
H  34.276  21.763  11.801
H  34.579  23.650  13.442
H  34.259  25.253  12.812
H  35.566  24.436  12.070
C  29.812  28.918  10.355
O  30.381  27.828  9.658
C  31.615  27.380  10.151
C  32.068  26.083  9.444
N  31.135  24.978  9.381
C  30.556  24.620  10.638
C  29.659  23.404  10.409
O  28.626  23.691  9.468
C  27.755  22.632  9.166
H  30.616  29.621  10.528
H  29.503  28.526  11.347
H  28.978  29.358  9.796
H  31.550  27.302  11.282
H  32.433  28.188  10.057
H  32.893  25.801  10.009
H  32.476  26.282  8.431
H  30.373  25.192  8.814
H  29.987  25.429  11.073
H  31.369  24.352  11.325
H  29.179  23.245  11.406
H  30.226  22.516  10.152
H  26.905  23.111  8.662
H  27.370  22.119  10.106
H  28.204  22.018  8.431
C  24.721  24.174  18.450
O  24.253  24.575  19.776
C  25.202  25.352  20.367
C  26.406  24.585  20.945
N  27.334  25.469  21.669
C  28.736  25.096  21.781
C  28.907  24.301  23.020
O  30.264  23.859  23.047
C  30.445  22.892  24.078
H  25.216  25.075  18.039
H  23.770  23.924  17.878
H  25.436  23.309  18.427
H  24.751  25.943  21.178
H  25.613  26.085  19.659
H  26.930  24.006  20.143
H  25.927  23.813  21.676
H  27.049  26.429  21.497
H  29.340  26.006  21.903
H  29.003  24.475  20.909
H  28.220  23.441  22.964
H  28.652  24.867  23.926
H  31.543  22.820  24.178
H  29.982  21.909  23.821
H  30.009  23.184  25.025
C  30.827  15.779  11.892
O  32.126  16.199  12.202
C  32.348  16.700  13.537
C  33.910  16.825  13.707
N  34.411  17.943  12.947
C  35.863  18.013  13.025
C  36.387  19.327  12.530
O  35.883  19.607  11.178
C  36.752  20.402  10.387
H  30.530  15.081  12.680
H  30.896  15.266  10.906
H  30.035  16.582  11.898
H  31.908  16.046  14.326
H  32.001  17.696  13.761
H  34.327  15.850  13.307
H  34.072  17.021  14.739
H  34.281  17.839  11.947
H  36.303  17.181  12.382
H  36.172  17.860  14.064
H  37.492  19.253  12.506
H  36.148  20.177  13.207
H  37.812  19.917  10.316
H  36.903  21.358  10.820
H  36.328  20.522  9.417
C  27.185  24.679  13.162
O  26.786  25.914  13.749
C  25.707  26.539  13.058
C  25.291  27.742  13.835
N  23.971  28.124  13.439
C  22.877  27.397  14.067
C  21.508  27.869  13.677
O  21.406  29.226  14.233
C  20.221  29.894  13.951
H  27.584  24.883  12.187
H  26.297  24.009  13.073
H  27.947  24.201  13.850
H  24.924  25.801  12.900
H  26.082  26.835  12.063
H  26.020  28.562  13.551
H  25.462  27.514  14.905
H  23.714  29.060  13.553
H  22.954  27.408  15.149
H  23.002  26.362  13.771
H  20.716  27.348  14.131
H  21.346  27.841  12.582
H  20.300  30.879  14.350
H  19.412  29.448  14.468
H  20.018  30.049  12.904
C  21.493  19.107  14.823
O  20.278  18.343  14.696
C  20.227  17.368  13.725
C  19.204  16.370  14.173
N  17.868  17.006  14.174
C  16.893  16.174  14.910
C  15.534  16.791  14.931
O  14.573  16.192  15.829
C  13.307  16.843  15.871
H  21.785  19.442  13.825
H  22.259  18.563  15.381
H  21.196  20.136  15.195
H  21.215  16.926  13.534
H  19.997  17.738  12.713
H  19.412  15.963  15.190
H  19.202  15.500  13.507
H  17.991  17.971  14.569
H  17.194  15.859  15.908
H  16.878  15.270  14.334
H  15.158  16.780  13.881
H  15.700  17.907  15.147
H  13.349  17.915  16.190
H  12.731  16.225  16.531
H  12.795  16.663  14.870
C  28.715  17.428  14.564
O  27.891  18.190  15.410
C  26.580  17.652  15.594
C  25.702  18.339  16.603
N  25.135  19.625  16.110
C  24.132  20.217  17.019
C  23.538  21.458  16.329
O  24.591  22.373  16.134
C  24.207  23.303  15.168
H  29.764  17.622  14.688
H  28.399  17.630  13.546
H  28.523  16.357  14.594
H  26.699  16.542  15.711
H  26.042  17.816  14.609
H  26.304  18.493  17.515
H  24.878  17.563  16.765
H  25.965  20.184  15.966
H  24.643  20.526  17.987
H  23.395  19.503  17.308
H  22.811  21.944  16.987
H  22.960  21.272  15.406
H  24.936  24.092  15.042
H  23.319  23.857  15.449
H  23.993  22.756  14.193
C  32.664  19.615  16.507
C  32.569  20.278  15.147
C  32.044  21.668  15.130
O  33.902  20.393  14.649
H  33.518  20.131  16.988
H  32.996  18.511  16.426
H  31.789  19.814  17.109
H  31.958  19.620  14.468
H  32.723  22.258  15.689
H  31.129  21.621  15.640
H  31.835  22.006  14.150
H  34.132  19.692  13.999
C  18.378  26.207  16.939
C  17.918  25.009  16.109
C  17.182  25.375  14.818
O  18.995  24.134  15.796
H  18.938  25.929  17.794
H  17.512  26.690  17.321
H  18.960  26.963  16.382
H  17.173  24.404  16.616
H  17.812  25.867  14.102
H  16.290  25.932  14.938
H  16.901  24.426  14.395
H  18.679  23.419  15.275
C  26.795  21.031  22.420
C  25.385  20.549  22.277
C  25.009  20.884  20.866
O  25.235  19.169  22.573
H  27.441  20.611  21.662
H  27.160  20.720  23.425
H  26.850  22.156  22.297
H  24.787  21.222  22.870
H  24.133  20.320  20.579
H  25.765  20.795  20.069
H  24.706  21.929  20.729
H  25.630  18.706  21.820
C  30.238  16.628  17.791
C  29.354  17.750  18.309
C  29.878  18.115  19.712
O  29.153  18.895  17.526
H  31.122  17.122  17.495
H  29.929  16.189  16.799
H  30.511  15.822  18.467
H  28.340  17.330  18.444
H  29.588  19.088  20.132
H  30.980  17.999  19.881
H  29.486  17.403  20.369
H  28.701  18.621  16.670
C  24.039  15.637  14.404
C  24.827  14.786  13.403
C  24.172  14.723  12.036
O  26.208  15.165  13.497
H  23.014  15.339  14.585
H  23.836  16.697  14.162
H  24.565  15.607  15.357
H  24.834  13.703  13.695
H  24.764  14.114  11.344
H  24.077  15.714  11.596
H  23.125  14.478  12.118
H  26.215  16.087  13.314
C  21.175  21.099  9.408
C  21.890  22.412  9.719
C  20.907  23.647  9.716
O  22.547  22.219  10.978
H  20.830  21.204  8.387
H  20.486  20.719  10.171
H  21.999  20.358  9.410
H  22.659  22.593  8.936
H  21.371  24.582  9.861
H  20.243  23.557  10.576
H  20.307  23.684  8.867
H  22.837  23.053  11.307
C  23.478  16.370  20.815
C  24.216  16.622  19.553
C  25.410  15.706  19.361
O  23.276  16.551  18.461
H  24.103  16.357  21.734
H  23.112  15.383  20.865
H  22.677  17.058  20.975
H  24.652  17.594  19.469
H  26.078  15.743  20.218
H  26.039  16.045  18.515
H  25.163  14.670  19.273
H  22.672  15.773  18.513
C  28.274  23.008  16.971
C  28.592  21.754  17.751
C  29.608  21.956  18.903
O  27.385  21.187  18.159
H  27.618  22.650  16.153
H  29.165  23.517  16.511
H  27.697  23.751  17.510
H  29.186  21.120  17.017
H  29.936  20.934  19.077
H  29.049  22.302  19.800
H  30.344  22.711  18.762
H  27.576  20.245  18.303
C  24.716  20.340  12.351
C  25.329  19.749  11.118
C  25.396  18.180  11.075
O  24.622  20.235  9.980
H  25.017  19.889  13.314
H  23.619  20.264  12.308
H  24.975  21.414  12.430
H  26.422  20.111  11.059
H  25.856  17.820  10.094
H  24.463  17.704  11.267
H  26.066  17.964  11.880
H  24.043  20.933  10.297
C  30.541  25.003  14.020
C  30.265  26.198  14.915
C  31.476  26.722  15.643
O  29.755  27.371  14.125
H  31.013  24.115  14.538
H  31.153  25.372  13.226
H  29.731  24.620  13.533
H  29.515  26.031  15.632
H  32.174  27.337  14.975
H  32.088  25.976  16.095
H  31.157  27.457  16.440
H  28.805  27.427  14.037
C  20.819  21.528  19.377
C  20.168  22.096  18.129
C  18.692  22.282  18.494
O  20.831  23.262  17.726
H  21.833  21.358  19.391
H  20.270  20.620  19.681
H  20.608  22.184  20.231
H  20.237  21.245  17.388
H  18.622  23.070  19.217
H  18.255  21.389  18.888
H  18.096  22.699  17.667
H  20.307  23.739  17.006
C  27.864  11.361  17.756
C  28.081  12.731  17.200
C  27.501  13.002  15.820
O  27.525  13.679  18.173
H  28.574  10.668  17.240
H  26.803  11.059  17.546
H  28.027  11.321  18.795
H  29.119  12.900  17.136
H  27.948  12.365  15.073
H  27.724  14.008  15.582
H  26.422  12.726  15.842
H  27.469  14.536  17.730

Calculated values
- E_LUMO: 0.32 eV
- Molecular weight: 1786.68 g/mol
- Frontier orbital gap: 0.31615 Ha
- E_tot: -159845.9584 eV